one) The following is a quantum chemistry calculation of the molecule C7H10O2, from the OMol25 dataset.

Its orbital gap (spin up / spin down) is 7.46 / 7.46 eV.

Each atom is followed by the atoms it is bonded to, with distances in Å.
Atoms and positions in Å:
1 C 1.03 -0.43 0.00  C2 1.505, C4 1.501, O6 1.389, C8 1.764
2 C 1.47 -1.82 -0.39  C1 1.505, H13 1.088, H14 1.092, H15 1.098
3 C -2.02 1.55 1.41  C5 1.487, H16 1.092, H17 1.087, H18 1.093
4 C -0.38 -0.08 0.37  C1 1.501, C5 1.386, O7 1.390, C8 1.881
5 C -0.74 1.21 0.73  C3 1.487, C4 1.386, H12 1.079
6 O 1.98 0.45 0.49  C1 1.389, H10 0.963
7 O -1.29 -1.11 0.54  C4 1.390, H11 0.963
8 C 0.18 0.22 -1.41  C1 1.764, C4 1.881, C9 1.204
9 C 0.08 0.41 -2.59  C8 1.204, H19 1.055
10 H 2.75 0.44 -0.09  O6 0.963
11 H -0.80 -1.92 0.67  O7 0.963
12 H 0.00 1.99 0.62  C5 1.079
13 H 0.67 -2.42 -0.82  C2 1.088
14 H 1.87 -2.33 0.49  C2 1.092
15 H 2.23 -1.74 -1.17  C2 1.098
16 H -2.60 2.25 0.82  C3 1.092
17 H -2.61 0.65 1.58  C3 1.087
18 H -1.82 2.03 2.37  C3 1.093
19 H 0.00 0.65 -3.61  C9 1.055

two) The following is a quantum chemistry calculation of a 2-piece molecular cluster, C7H10O2 overall, from the OMol25 dataset.

Its orbital gap is 9.79 eV. As for the SMILES: C=C[C@@H](C)C(=O)O.C#C.

Each atom is followed by the atoms it is bonded to, with distances in Å.
Atoms and positions in Å:
1 C 1.81 0.78 0.37  C2 1.508, O4 1.343, O5 1.202
2 C 0.67 -0.21 0.31  C1 1.508, C3 1.511, H7 1.090, C10 1.558
3 C 0.95 -1.33 -0.67  C2 1.511, H8 1.087, H9 1.083, H16 1.109
4 O 2.03 1.20 1.62  C1 1.343, H6 0.971
5 O 2.39 1.22 -0.58  C1 1.202
6 H 2.73 1.87 1.62  O4 0.971
7 H 0.47 -0.58 1.32  C2 1.090
8 H 1.69 -2.02 -0.27  C3 1.087
9 H 1.28 -0.94 -1.62  C3 1.083
10 C -0.52 0.69 -0.13  C2 1.558, C12 1.338, H14 1.084
11 C -2.37 -0.86 -0.23  C13 1.216, H15 1.055
12 C -1.00 1.68 0.64  C10 1.338, H17 1.080, H18 1.078
13 C -2.13 -1.71 -1.06  C11 1.216, H19 1.053
14 H -0.57 0.80 -1.21  C10 1.084
15 H -2.84 -0.40 0.60  C11 1.055
16 H 0.01 -1.89 -0.85  C3 1.109
17 H -0.94 1.64 1.71  C12 1.080
18 H -1.57 2.50 0.22  C12 1.078
19 H -2.06 -2.44 -1.81  C13 1.053

two) is the most stable structure; the next one sits 2.183 eV above it.

one) The following is a quantum chemistry calculation of a 4-piece molecular cluster, C4H14O3 overall, from the OMol25 dataset.

Its total charge is +1. As for the spin multiplicity: 2. Its expectation value of S² is 0.753. Its orbital gap (spin up / spin down) is 9.18 / 5.43 eV.

Each atom is followed by the atoms it is bonded to, with distances in Å.
Atoms and positions in Å:
1 C -2.23 0.06 1.56  C2 1.543, H5 1.097, H6 1.088, H7 1.088
2 C -1.84 -0.66 0.25  C1 1.543, C3 1.459, H8 1.098, H9 1.092
3 C -1.16 0.32 -0.57  C2 1.459, C4 1.398, H10 1.094
4 C -1.72 1.03 -1.64  C3 1.398, H11 1.079, H12 1.081
5 H -1.47 0.73 1.97  C1 1.097
6 H -2.37 -0.62 2.40  C1 1.088
7 H -3.12 0.69 1.48  C1 1.088
8 H -1.26 -1.55 0.52  C2 1.098
9 H -2.76 -1.04 -0.21  C2 1.092
10 H -0.33 0.77 -0.02  C3 1.094
11 H -1.34 2.00 -1.93  C4 1.079
12 H -2.67 0.74 -2.06  C4 1.081
13 H 0.78 -2.89 -1.89  O15 0.952
14 H 0.44 -1.85 -0.89  O15 0.936
15 O 1.13 -2.44 -1.13  H13 0.952, H14 0.936
16 H 2.00 0.69 1.15  O18 0.969
17 H 1.48 -0.11 2.43  O18 0.957
18 O 1.37 0.67 1.89  H16 0.969, H17 0.957
19 H 2.53 1.22 -1.30  O21 0.979
20 H 3.97 1.14 -1.04  O21 0.985
21 O 3.14 1.30 -0.54  H19 0.979, H20 0.985

two) The following is a quantum chemistry calculation of a 4-piece molecular cluster, C4H14O3 overall, from the OMol25 dataset.

Its total charge is +1. As for the spin multiplicity: 2. Its expectation value of S² is 0.753. Its orbital gap (spin up / spin down) is 9.23 / 6.75 eV.

Each atom is followed by the atoms it is bonded to, with distances in Å.
Atoms and positions in Å:
1 C 1.85 -0.51 0.90  C2 1.391, C4 1.451, H5 1.092
2 C 2.04 -1.32 -0.21  C1 1.391, C3 1.474, H6 1.086
3 C 0.94 -2.08 -0.83  C2 1.474, H7 1.083, H8 1.084, H9 1.103
4 C 2.39 0.84 0.94  C1 1.451, H10 1.078, H11 1.087, H12 1.100
5 H 1.15 -0.80 1.68  C1 1.092
6 H 3.04 -1.30 -0.64  C2 1.086
7 H 1.24 -2.52 -1.78  C3 1.083
8 H 0.07 -1.44 -0.94  C3 1.084
9 H 0.72 -2.94 -0.18  C3 1.103
10 H 3.15 0.99 0.19  C4 1.078
11 H 1.60 1.57 0.78  C4 1.087
12 H 2.85 1.06 1.91  C4 1.100
13 H -3.19 0.58 -0.31  O15 0.973
14 H -3.43 -0.28 -1.57  O15 0.961
15 O -3.16 0.59 -1.28  H13 0.973, H14 0.961
16 H -2.27 0.92 2.00  O18 0.965
17 H -3.75 1.31 1.88  O18 0.963
18 O -3.09 0.69 1.55  H16 0.965, H17 0.963
19 H -1.36 1.11 -1.40  O21 0.980
20 H -0.39 2.25 -1.35  O21 0.967
21 O -0.41 1.29 -1.32  H19 0.980, H20 0.967

two) is the most stable structure; the next one sits 1.410 eV above it.

one) The following is a quantum chemistry calculation of a 2-piece molecular cluster, CH7N3O overall, from the OMol25 dataset.

Its orbital gap is 9.78 eV. As for the SMILES: N=C(N)N.O.

Each atom is followed by the atoms it is bonded to, with distances in Å.
Atoms and positions in Å:
1 N 1.71 -0.98 0.24  C2 1.344, H5 1.008, H6 0.960
2 C 0.57 -0.28 0.03  N1 1.344, N3 1.373, N4 1.337
3 N -0.56 -0.99 -0.28  C2 1.373, H7 1.048, H8 1.033
4 N 0.58 1.05 0.04  C2 1.337, H9 1.036
5 H 2.49 -0.62 0.76  N1 1.008
6 H 1.83 -1.70 -0.38  N1 0.960
7 H -0.78 -1.96 0.03  N3 1.048
8 H -1.40 -0.46 -0.59  N3 1.033
9 H 1.58 1.32 0.10  N4 1.036
10 H -1.16 1.55 -0.05  O12 0.963
11 H -2.77 1.49 0.42  O12 1.012
12 O -2.08 1.57 -0.32  H10 0.963, H11 1.012

two) The following is a quantum chemistry calculation of a 2-piece molecular cluster, CH7N3O overall, from the OMol25 dataset.

Its orbital gap is 10.74 eV. As for the SMILES: C/N=[NH+]\[O-].N.

Each atom is followed by the atoms it is bonded to, with distances in Å.
Atoms and positions in Å:
1 C -0.78 1.45 -0.33  N3 1.434, H10 1.089, H11 1.091, H12 1.086
2 N -0.41 -0.06 1.35  N3 1.243, O5 1.235, H6 1.041
3 N -1.24 0.43 0.56  C1 1.434, N2 1.243
4 N 1.25 -1.55 -1.08  H7 1.016, H8 1.015, H9 1.020
5 O 0.79 0.17 1.49  N2 1.235
6 H -0.83 -0.79 1.97  N2 1.041
7 H 0.24 -1.46 -1.13  N4 1.016
8 H 1.59 -0.85 -0.42  N4 1.015
9 H 1.46 -2.47 -0.68  N4 1.020
10 H -0.79 1.05 -1.35  C1 1.089
11 H 0.22 1.80 -0.08  C1 1.091
12 H -1.50 2.27 -0.29  C1 1.086

one) is the most stable structure; the next one sits 2.712 eV above it.